A molecular structure, C29H23BiClNO7P in a non-equilibrium geometry. Source: the Open Molecules 2025 dataset; level of theory: ωB97M-V/def2-TZVPD.

As for the energy above the lowest of the compared OMol25 structures with the same formula, charge and spin: 0.716 eV. The value obtained for the max |F| is 1.106 eV Å⁻¹. The multiplicity is 1. As for the gap between HOMO and LUMO (alpha / beta): 4.96 / 4.96 eV. The net charge is -1.

```
63
Properties=species:S:1:pos:R:3:forces:R:3
Bi -1.44833 -0.33190 1.76142 -0.44 -0.74 -0.70
O -1.50176 4.20910 6.22234 -0.02 0.11 0.04
C -1.57126 3.20913 5.30669 0.08 -0.23 -0.02
C -1.09258 1.93882 5.54476 0.04 0.05 0.13
C -1.17676 0.98001 4.55630 0.03 -0.06 -0.11
N -1.68567 1.24176 3.33273 -0.32 0.48 0.55
C -2.23708 2.46864 3.13164 0.04 -0.16 0.14
C -2.18663 3.45480 4.09228 -0.05 0.35 -0.19
C -3.12006 2.79951 1.94391 0.09 -0.14 -0.27
O -4.03723 3.56835 2.11019 -0.18 0.15 0.11
O -2.93224 2.26455 0.75062 0.02 0.13 -0.06
C -0.73654 -0.44581 4.89680 0.08 -0.31 0.00
O -0.32306 -0.63675 6.04482 0.00 0.08 -0.11
O -0.88403 -1.28305 3.95914 -0.05 0.36 0.28
H -1.06240 3.86710 7.00750 0.02 0.01 0.04
H -0.64940 1.63593 6.48693 -0.02 -0.04 -0.05
H -2.65031 4.40925 3.88719 -0.03 -0.06 0.03
Cl 1.59688 -2.65558 2.04579 -0.11 0.15 0.09
C 2.11551 -3.23313 0.50384 -0.10 0.02 -0.15
C 2.88405 -4.39563 0.48997 0.03 -0.03 0.04
C 3.27817 -4.95454 -0.70961 0.01 0.00 0.01
C 2.90498 -4.35068 -1.90352 -0.02 0.05 -0.07
C 2.15547 -3.18847 -1.87616 0.07 0.01 0.09
C 1.74071 -2.59303 -0.67747 0.04 0.10 -0.09
P 0.70712 -1.02396 -0.74666 0.35 -0.73 -0.59
C 1.84441 0.02943 -1.73840 -0.09 0.17 0.09
C 3.23041 -0.11555 -1.72970 -0.02 -0.01 -0.06
C 4.04053 0.78558 -2.40982 -0.01 0.01 0.04
C 3.48280 1.85829 -3.08986 0.00 -0.01 0.00
C 2.10498 2.03524 -3.07650 -0.03 -0.03 0.01
C 1.29547 1.13441 -2.40058 0.01 -0.05 0.06
C -0.44591 -1.66044 -2.06671 -0.24 0.14 0.30
C -0.47410 -1.32678 -3.41680 0.06 -0.02 0.00
C -1.49529 -1.78986 -4.24256 0.03 -0.01 0.03
C -2.49996 -2.59746 -3.73292 0.03 0.00 0.02
C -2.46774 -2.96482 -2.39248 0.05 0.01 0.00
C -1.45530 -2.49395 -1.57191 0.06 0.03 -0.04
H 3.15541 -4.85328 1.43269 -0.03 0.02 -0.03
H 3.87000 -5.86232 -0.71372 -0.02 0.02 0.01
H 3.19401 -4.78497 -2.85331 0.01 0.03 0.03
H 1.88312 -2.71537 -2.81076 -0.04 0.00 -0.03
H 3.68311 -0.93510 -1.18574 0.00 -0.01 -0.03
H 5.11604 0.65323 -2.39895 -0.02 -0.01 0.01
H 4.11849 2.55986 -3.61638 -0.01 -0.01 0.01
H 1.66074 2.88260 -3.58622 0.00 -0.03 0.02
H 0.22069 1.28239 -2.36369 0.05 0.04 -0.03
H 0.30397 -0.70372 -3.84049 -0.02 0.03 0.02
H -1.50382 -1.51367 -5.29075 0.01 0.01 0.02
H -3.30616 -2.93504 -4.37322 0.03 -0.02 0.01
H -3.24216 -3.60284 -1.98401 0.02 0.03 0.01
H -1.44087 -2.76717 -0.52027 -0.09 0.02 -0.02
C -2.51060 1.85399 -1.85279 0.09 -0.01 0.00
O -1.88918 1.02840 -0.87636 -0.18 -0.02 -0.13
C -1.68509 1.57798 0.39753 0.19 -0.11 0.57
C -0.57057 2.60788 0.38811 -0.16 0.07 -0.12
H -2.11171 2.87257 -1.85238 0.01 -0.03 -0.03
H -3.58730 1.90555 -1.69048 -0.03 0.01 0.02
H -2.31170 1.38756 -2.81805 0.00 0.00 -0.01
H -0.77203 3.43254 -0.30922 0.01 -0.01 0.06
H 0.36318 2.12394 0.10456 0.03 -0.01 0.00
H -0.43870 3.03314 1.38372 0.08 0.00 -0.01
O 1.40719 1.09253 2.95366 -0.27 -0.13 0.07
C 1.14608 0.53083 1.98334 0.94 0.32 -0.03
```
Forces are in eV/Å.

Löwdin population analysis, charges in e, atoms 1 to 6:
1. Bi 1.38
2. O 0.07
3. C -0.29
4. C 0.06
5. C -0.18
6. N -0.07